1.
96
Properties=species:S:1:pos:R:3 method="wB97M-V/def2-TZVPD" lumo_ev="-1.9 / -1.9" total_charge=0 homo_lumo_gap_ev="5.10 / 5.10"
Sn -0.281 0.000 0.319
C 2.146 -0.142 -1.652
C 1.392 -1.324 -1.809
C 0.101 -0.916 -2.313
Si 2.059 -2.991 -1.287
C 0.101 0.501 -2.439
C 1.390 0.992 -2.012
Si 2.054 2.727 -1.793
H 3.152 -0.107 -1.242
H -0.667 -1.600 -2.652
H -0.671 1.113 -2.888
Cl -4.957 0.171 1.914
C 3.910 2.656 -1.676
C 1.519 3.799 -3.217
C 3.912 -2.892 -1.172
C 1.533 -4.296 -2.506
H 2.172 3.557 -4.063
H 1.640 4.862 -2.988
H 0.488 3.624 -3.530
H 4.216 2.125 -0.769
H 4.333 3.666 -1.660
H 4.303 2.119 -2.546
H 2.167 -4.181 -3.392
H 0.493 -4.203 -2.824
H 1.689 -5.303 -2.106
H 4.308 -2.513 -2.120
H 4.338 -3.881 -0.976
H 4.202 -2.208 -0.367
C 1.394 3.377 -0.124
C 1.399 -3.341 0.470
P -0.281 2.777 0.261
H 1.403 4.477 -0.142
H 2.079 3.053 0.676
P -0.276 -2.692 0.738
H 2.088 -2.878 1.195
H 1.403 -4.427 0.640
C -0.828 -3.139 2.460
C -1.380 -3.703 -0.376
C -1.379 3.587 -1.015
C -0.826 3.527 1.883
C -0.650 2.553 3.050
H -1.910 3.713 1.775
C -0.091 4.818 2.249
H 0.971 4.624 2.454
H -0.534 5.210 3.177
H -0.157 5.598 1.484
H -1.124 1.588 2.835
H -1.105 2.919 3.987
H 0.420 2.405 3.247
H -0.960 3.306 -1.997
C -1.367 5.123 -0.925
C -2.817 3.038 -0.939
H -0.362 5.568 -0.932
H -1.891 5.471 -0.024
H -1.899 5.529 -1.800
H -2.900 1.989 -1.252
H -3.469 3.628 -1.600
H -3.228 3.099 0.078
H -0.961 -3.594 -1.392
C -2.819 -3.150 -0.392
C -1.368 -5.201 -0.022
H -0.363 -5.643 0.041
H -1.906 -5.750 -0.812
H -1.887 -5.389 0.928
H -2.905 -2.165 -0.870
H -3.232 -3.050 0.621
H -3.466 -3.841 -0.952
C -0.649 -1.968 3.428
C -0.093 -4.345 3.049
H -1.912 -3.345 2.385
H 0.969 -4.119 3.217
H -0.158 -5.248 2.433
H -0.537 -4.569 4.031
H 0.422 -1.796 3.601
H -1.109 -2.158 4.412
H -1.108 -1.048 3.044
C -2.441 0.073 0.747
H -3.005 -0.001 -0.176
H -2.576 -0.778 1.409
H -2.559 1.028 1.255
O 3.095 -0.188 1.830
C 2.105 0.083 2.515
O 0.880 0.252 2.075
C 2.168 0.251 3.992
C 1.019 0.411 4.809
C 1.116 0.534 6.170
C 2.394 0.505 6.755
C 3.567 0.354 5.977
C 3.445 0.230 4.596
N 2.490 0.623 8.162
O 1.422 0.752 8.802
O 3.624 0.592 8.682
H 0.026 0.435 4.332
H 0.232 0.655 6.822
H 4.532 0.333 6.483
H 4.306 0.103 3.931

=====

2.
94
Properties=species:S:1:pos:R:3 method="wB97M-V/def2-TZVPD" lumo_ev=-5.1 total_charge=+2 homo_lumo_gap_ev=9.17
Ga -0.911 0.238 -0.594
C -1.698 -3.016 -1.228
O -1.049 -1.839 -1.770
C -1.287 -1.716 -3.172
C -2.076 -0.449 -3.350
O -1.354 0.590 -2.616
C -1.670 1.925 -3.075
C -1.273 2.848 -1.955
O -1.624 2.210 -0.723
C -2.993 2.496 -0.334
H -2.764 -2.974 -1.457
H -1.578 -3.008 -0.153
H -1.240 -3.903 -1.664
H -1.871 -2.565 -3.527
H -0.333 -1.704 -3.703
H -3.075 -0.529 -2.918
H -2.147 -0.136 -4.391
H -2.742 1.956 -3.276
H -1.126 2.123 -3.998
H -1.772 3.812 -2.054
H -0.202 3.022 -1.934
H -3.045 3.535 -0.016
H -3.260 1.839 0.484
H -3.673 2.322 -1.168
C 3.711 -1.197 -3.794
C 2.678 -2.247 -3.402
C 2.225 -2.065 -1.939
C 2.311 -0.583 -1.534
C 1.970 0.320 -2.731
C 3.106 0.217 -3.762
P 1.392 -0.120 -0.038
C 2.132 1.428 0.661
C 1.497 2.702 0.079
C 2.220 3.944 0.592
C 3.677 3.981 0.097
C 4.158 2.601 -0.355
C 3.684 1.507 0.595
C 1.512 -1.314 1.354
C 1.044 -2.751 1.137
C 0.855 -3.424 2.504
C 1.918 -2.969 3.517
C 3.196 -2.576 2.791
C 2.965 -1.342 1.901
H 4.120 -1.404 -4.782
H 4.556 -1.262 -3.103
H 3.079 -3.252 -3.529
H 1.817 -2.179 -4.074
H 2.854 -2.655 -1.271
H 1.206 -2.434 -1.819
H 3.352 -0.363 -1.269
H 1.803 1.359 -2.448
H 1.033 -0.031 -3.173
H 3.885 0.945 -3.523
H 2.718 0.490 -4.745
H 1.815 1.384 1.708
H 0.452 2.731 0.381
H 1.547 2.686 -1.011
H 2.179 3.929 1.685
H 1.686 4.842 0.283
H 4.325 4.344 0.895
H 3.783 4.690 -0.725
H 5.247 2.589 -0.410
H 3.806 2.379 -1.369
H 4.051 1.713 1.603
H 4.138 0.560 0.316
H 0.854 -0.852 2.100
H 1.794 -3.284 0.551
H 0.116 -2.802 0.578
H 0.904 -4.504 2.364
H -0.144 -3.197 2.880
H 2.113 -3.763 4.236
H 1.553 -2.118 4.100
H 3.540 -3.416 2.183
H 4.003 -2.358 3.490
H 3.685 -1.361 1.079
H 3.158 -0.436 2.474
C -7.226 0.998 4.595
C -6.009 0.591 3.820
C -5.908 -0.676 3.247
C -4.780 -1.053 2.541
C -3.745 -0.141 2.392
C -3.810 1.130 2.964
C -4.941 1.481 3.673
S -2.310 -0.619 1.535
O -1.280 0.432 1.698
O -1.949 -1.956 1.884
O -2.555 -0.519 0.001
H -7.942 0.184 4.680
H -7.722 1.841 4.112
H -6.949 1.317 5.601
H -6.719 -1.382 3.370
H -4.702 -2.050 2.127
H -2.969 1.804 2.883
H -4.999 2.457 4.140

=====

3.
112
Properties=species:S:1:pos:R:3 method="wB97M-V/def2-TZVPD" lumo_ev=0.3 total_charge=0 smiles="C[C@H]1COC(=O)O1.C[C@H]1COC(=O)O1.C[C@H]1COC(=O)O1.C[C@H]1COC(=O)O1.COC(=O)OC.COC(=O)OC.COC(=O)OC.COC(=O)OC.COC(=O)OC" homo_lumo_gap_ev=10.68
C -3.550 -0.296 -2.304
O -4.594 -0.839 -1.504
C -5.152 -1.965 -1.785
O -5.026 -2.608 -2.809
O -5.918 -2.351 -0.750
C -6.564 -3.607 -0.810
H -3.550 0.793 -2.299
H -3.692 -0.599 -3.337
H -2.579 -0.535 -1.870
H -7.636 -3.497 -0.973
H -6.198 -4.298 -0.058
H -6.322 -4.093 -1.765
C -7.032 -0.141 2.006
O -6.112 0.921 2.232
C -5.475 1.488 1.219
O -5.753 1.350 0.062
O -4.514 2.238 1.751
C -3.581 2.873 0.899
H -7.565 -0.187 2.953
H -6.482 -1.080 1.913
H -7.690 -0.097 1.142
H -2.783 3.263 1.527
H -4.091 3.687 0.379
H -3.086 2.304 0.109
C 3.966 -4.566 -4.760
O 4.134 -3.218 -4.362
C 3.750 -2.863 -3.125
O 3.317 -3.620 -2.293
O 3.889 -1.578 -3.018
C 3.774 -0.943 -1.759
H 4.737 -4.805 -5.484
H 2.925 -4.643 -5.088
H 4.007 -5.277 -3.930
H 2.755 -0.864 -1.383
H 4.273 0.023 -1.786
H 4.370 -1.569 -1.087
C -3.567 -1.830 -6.822
O -3.102 -2.670 -5.780
C -2.159 -2.175 -5.039
O -1.575 -1.115 -5.123
O -1.832 -3.077 -4.095
C -0.734 -2.814 -3.239
H -2.771 -1.557 -7.510
H -4.074 -0.915 -6.504
H -4.395 -2.323 -7.332
H -0.629 -3.575 -2.471
H -0.728 -1.825 -2.778
H 0.141 -2.868 -3.891
C 0.546 3.835 -2.826
O 1.272 3.093 -1.878
C 2.455 3.610 -1.438
O 2.997 4.586 -1.923
O 3.043 2.713 -0.714
C 4.401 2.794 -0.332
H 0.801 4.874 -3.060
H -0.521 3.706 -2.692
H 0.886 3.502 -3.820
H 4.651 2.063 0.432
H 4.688 3.813 -0.081
H 5.105 2.538 -1.130
C -0.633 -2.767 1.553
C -0.471 -4.248 1.879
C -0.713 -5.327 0.820
O 0.536 -6.055 0.843
C 1.307 -5.618 1.902
O 2.418 -6.029 2.025
O 0.721 -4.601 2.520
H -0.594 -2.150 2.449
H -1.587 -2.575 1.060
H 0.130 -2.442 0.837
H -1.324 -4.326 2.568
H -0.775 -4.950 -0.201
H -1.546 -5.988 1.051
C 2.094 6.926 5.154
C 2.269 6.264 3.782
C 2.324 4.730 3.814
O 1.417 4.346 2.781
C 0.623 5.401 2.436
O -0.154 5.365 1.537
O 1.019 6.481 3.125
H 1.048 6.851 5.441
H 2.207 7.997 4.966
H 2.813 6.581 5.892
H 3.110 6.676 3.224
H 2.109 4.333 4.805
H 3.348 4.441 3.574
C 2.960 -1.595 2.147
C 4.225 -1.287 2.961
C 5.345 -0.801 1.983
O 5.695 0.452 2.515
C 4.880 0.855 3.491
O 4.862 1.931 3.989
O 3.953 -0.110 3.723
H 2.934 -1.039 1.213
H 2.092 -1.454 2.789
H 3.012 -2.665 1.929
H 4.512 -2.172 3.524
H 4.989 -0.584 0.973
H 6.175 -1.502 1.907
C -1.226 1.374 2.842
C -0.436 1.871 1.630
C 0.974 1.319 1.505
O 0.929 0.638 0.251
C -0.184 0.874 -0.419
O -0.369 0.378 -1.499
O -1.056 1.536 0.370
H -2.255 1.734 2.783
H -0.727 1.770 3.723
H -1.379 0.296 2.753
H -0.364 2.958 1.633
H 1.192 0.621 2.311
H 1.714 2.096 1.326